No. 1
Molecular formula: C2H10O2S
Method: DFT, the ωB97M-V functional and the def2-TZVPD basis

Geometry as XYZ:
```
15
Properties=species:S:1:pos:R:3:forces:R:3
C -3.323 -0.506 0.252 -0.792 -0.054 -1.114
C -3.407 0.902 -0.366 1.082 -2.346 1.340
S -2.121 1.208 -1.623 0.074 3.443 -1.318
H -4.103 -0.614 1.004 0.194 -0.118 0.244
H -3.516 -1.244 -0.531 -0.106 -0.072 0.081
H -2.331 -0.733 0.620 0.075 0.218 0.389
H -3.218 1.558 0.481 0.231 0.552 -0.474
H -4.376 1.125 -0.792 0.005 -0.073 -0.346
H -1.149 0.484 -2.229 -0.761 -1.549 1.204
O 3.095 -0.144 0.311 0.016 0.502 0.790
H 2.534 -0.263 1.088 -0.358 -0.583 -0.283
H 3.623 0.577 0.679 0.424 0.088 -0.547
O 6.035 -0.680 0.711 0.319 0.281 0.780
H 6.903 -0.835 0.331 -0.224 -0.059 -0.277
H 5.354 -0.836 0.063 -0.180 -0.230 -0.469
```
Forces are in eV/Å.

Computed properties:
SMILES = CCS.O.O
energy relative to the best compared isomer or geometry (same formula, charge and spin) = 140.4 kJ/mol
gap between HOMO and LUMO = 9.666 eV
total energy = -630.8035 Ha

No. 2
Molecular formula: C18H42MnN5O6
Method: DFT, the ωB97M-V functional and the def2-TZVPD basis

Geometry as XYZ:
```
72
Properties=species:S:1:pos:R:3:forces:R:3
Mn 2.712 -0.185 -2.986 -1.645 0.744 3.353
C 0.288 0.170 0.415 -0.460 -0.009 0.070
C 0.028 0.013 -1.067 -0.351 -0.387 -0.726
C -0.500 1.343 -1.623 0.234 0.101 -0.819
O 1.066 -0.576 -1.802 2.428 0.587 -1.622
H -0.725 0.201 0.828 0.174 0.266 0.443
H 0.796 1.112 0.636 0.155 -0.105 0.148
H 0.784 -0.679 0.885 0.162 0.028 -0.168
H -0.767 -0.739 -1.169 -0.418 0.314 0.157
H 0.219 2.169 -1.622 0.324 -0.252 0.565
H -1.388 1.700 -1.100 -0.064 -0.178 0.030
H -0.735 1.268 -2.689 -0.312 -0.353 0.069
C -3.135 4.728 2.649 -1.349 0.353 1.318
O -4.257 4.595 3.111 0.393 0.048 -0.314
N -2.428 3.728 2.123 1.038 -1.450 -1.326
C -1.108 3.864 1.566 0.977 0.116 -0.080
C -2.886 2.348 2.062 -0.864 -0.305 0.837
H -2.617 5.693 2.758 0.260 -0.046 -0.480
H -0.366 3.331 2.173 0.038 0.370 0.387
H -0.809 4.898 1.398 -0.111 0.103 0.456
H -0.946 3.380 0.597 -0.821 -0.029 -0.181
H -2.532 1.731 2.895 0.668 0.221 -0.023
H -3.959 2.235 2.213 -0.128 0.561 -0.506
H -2.573 1.890 1.127 -0.108 0.034 -0.085
C -1.315 -3.245 -2.343 -0.005 0.108 0.840
O -2.500 -3.246 -2.595 0.121 -0.022 -0.351
N -0.716 -4.039 -1.416 0.115 -0.200 -1.170
C 0.655 -3.800 -1.032 -0.229 -0.578 0.766
C -1.432 -5.115 -0.780 -0.171 -0.268 0.454
H -0.574 -2.533 -2.742 -0.186 0.125 -0.347
H 1.195 -4.749 -0.966 -0.077 -0.026 0.134
H 0.573 -3.352 -0.035 0.755 0.108 0.023
H 1.226 -3.168 -1.707 -0.472 0.310 -0.043
H -1.535 -4.931 0.294 -0.122 0.084 0.001
H -2.416 -5.219 -1.229 -0.014 0.206 0.026
H -0.932 -6.082 -0.866 0.265 0.141 -0.239
C -5.585 -1.641 1.101 -0.628 0.481 0.274
O -6.454 -0.968 1.617 0.124 -0.271 -0.001
N -4.326 -1.770 1.574 0.923 -0.846 -0.263
C -3.346 -2.513 0.807 -0.066 0.118 -0.280
C -3.947 -1.414 2.928 -0.989 0.750 -0.380
H -5.758 -2.222 0.181 0.080 0.141 -0.111
H -3.727 -2.782 -0.178 -0.189 -0.007 0.063
H -3.035 -3.434 1.305 0.070 0.082 0.135
H -2.481 -1.873 0.607 0.180 -0.128 0.180
H -4.040 -2.263 3.607 0.329 -0.075 -0.010
H -2.957 -0.961 2.927 0.109 -0.212 0.139
H -4.672 -0.663 3.244 0.107 0.009 0.200
C 3.077 2.859 -1.783 -0.318 -0.015 -0.128
O 3.044 1.877 -2.541 0.117 -0.579 -0.756
N 2.296 3.919 -1.912 0.351 -0.630 0.725
C 2.310 4.947 -0.880 1.005 1.643 -0.141
C 1.475 4.112 -3.076 -0.959 0.464 -1.046
H 3.793 2.905 -0.958 -0.131 -0.092 0.153
H 3.137 5.647 -1.056 -0.079 0.039 -0.413
H 2.524 4.669 0.151 -0.548 -0.910 -0.163
H 1.422 5.571 -0.934 -0.248 -0.378 0.066
H 0.402 4.089 -2.870 0.088 0.018 0.413
H 1.674 5.077 -3.547 0.183 0.082 0.263
H 1.620 3.374 -3.859 0.421 -0.243 0.352
C 4.974 -1.056 -0.639 0.474 -1.920 1.377
O 4.060 -0.571 -1.303 -0.121 0.521 -1.161
N 4.780 -1.942 0.345 -0.179 0.323 -0.032
C 3.455 -2.349 0.761 -0.530 -0.410 0.084
C 5.887 -2.627 0.989 0.739 0.508 0.334
H 6.062 -0.927 -0.731 -0.204 0.715 -0.743
H 3.316 -3.425 0.623 0.155 0.010 -0.236
H 2.692 -1.827 0.186 0.090 0.098 0.042
H 3.308 -2.194 1.832 0.112 0.331 -0.037
H 6.840 -2.264 0.600 -0.108 -0.300 -0.475
H 6.004 -2.394 2.050 -0.680 -0.040 0.086
H 5.781 -3.703 0.870 0.115 0.002 -0.104
```
Forces are in eV/Å.

Computed properties:
energy relative to the best compared isomer or geometry (same formula, charge and spin) = 412.7 kJ/mol
multiplicity = 6
gap between HOMO and LUMO (spin up / spin down) = 6.147 / 6.087 eV
total charge = +1
total energy = -2587.0180 Ha
<S²> = 8.76